Entry 1:
Here is C35H49N5PRh as an isolated structure at a distorted geometry from OMol25. Energies are from ωB97M-V/def2-TZVPD.

```
! wB97M-V def2-TZVPD RIJCOSX def2/J DEFGRID3
* xyz 2 5
C -2.35085 2.30992 1.38346
H -2.45725 -0.71218 -2.02974
H -3.24045 -4.16898 -0.73084
H 3.99905 0.64032 -0.44204
C -3.21905 1.91372 -0.74984
C -0.16955 -0.71778 2.81356
H 5.46125 0.78252 -2.41064
H -1.42105 -2.73018 0.00536
C 3.76745 1.32652 -1.24124
H 0.46745 -4.43658 2.70486
C -3.98975 -3.38788 -0.58984
H -5.34365 1.78922 -0.94244
H 0.87665 -0.29478 -4.75244
H -3.57765 -0.63668 0.37406
H -0.23765 0.36472 2.86606
H -0.55705 -0.56848 -3.02634
C -2.40545 -1.73798 -1.65424
H 4.71615 2.46462 3.44496
H -3.01895 1.75442 -1.80504
C -4.51255 1.93232 -0.27064
C -3.85295 -2.74558 0.79426
H -4.01085 -2.77588 -2.66014
H -5.73175 2.11722 1.50046
C 0.49935 -2.77648 4.08596
H -0.64865 4.85962 -1.75244
H -0.26715 -3.08788 4.79936
H 2.02725 0.66172 -3.84124
H 0.18045 -0.81328 4.93576
H -3.41825 -3.46668 1.48976
H 1.63595 -0.92298 3.95066
C 0.87725 -2.65068 1.58426
C -3.82285 -2.33918 -1.67984
H -1.16185 4.88132 -0.20064
N -0.13755 2.42022 1.54336
H 2.85355 3.66922 -4.18874
C 0.17205 -3.38388 2.72136
H -4.96285 -3.86998 -0.68184
H 1.85855 -2.80068 -1.07124
N -0.41655 4.55102 -0.81004
C 1.51845 -2.65868 -3.18434
C -1.83375 -1.74238 -0.23074
H 4.31555 2.37412 1.01406
C 2.61645 2.13162 -1.16954
H 3.14065 -1.25978 -2.98764
C 0.82375 -0.95648 -1.42324
N -2.15805 2.08202 0.03716
H -0.90885 -3.35478 2.55346
C -2.98885 -1.48108 0.73666
C -3.65405 2.33342 1.92566
C 2.32335 -1.46578 -3.68114
N -1.27995 2.48252 2.14816
H 1.45885 -0.56858 1.44746
C 3.10315 3.01132 -3.37074
H -1.17915 -1.12328 2.86216
H 0.41925 5.05912 -0.52674
H -4.83445 -2.48018 1.18726
C 0.59375 -1.24768 4.02416
H 0.64615 -3.16598 0.65546
H 0.20185 0.90262 -2.37734
C 3.48495 2.36392 1.70256
H 1.95335 -2.73538 1.73856
H -4.56455 -1.55428 -1.52704
C 3.70525 2.44302 3.06686
H 2.76465 -1.68738 -4.65224
H 1.76965 -0.52328 -1.07124
H 0.49315 2.57612 4.18286
H 2.82475 2.55792 5.02196
C 4.25935 2.23612 -3.41814
H 1.44415 -3.17458 4.46116
C 2.63975 2.50152 3.96176
P -0.37725 -0.57558 -0.03334
Rh -0.16715 2.02672 -0.40864
C 1.08295 2.41462 2.14076
H -2.65375 -1.22788 1.74076
C 1.32825 2.50812 3.50636
C 0.52745 -1.14888 1.52006
C 1.41695 -0.23938 -3.80774
H 0.65975 -2.81058 -3.84074
H 1.38635 3.55162 -2.19994
C 4.57315 1.39212 -2.35794
H 2.12425 -3.56328 -3.22864
C 1.06945 -2.44118 -1.73344
C 2.17285 2.29762 1.21366
H -3.75535 2.49792 2.98426
H -1.76145 -2.31668 -2.31694
H 4.90835 2.28632 -4.27834
H 0.17785 -3.04258 -1.55654
N 1.78575 2.19002 -0.08174
C 2.28205 2.94822 -2.26854
C -4.72835 2.13092 1.10106
C 0.38895 -0.16808 -2.66784
*
```

* LUMO level (alpha / beta): -6.70 / -9.07 eV
* HOMO (alpha / beta): -12.5 / -14.3 eV
* ΔE to the lowest compared entry with this formula, charge and spin: 15.32 kcal/mol
* frontier orbital gap (alpha / beta): 5.789 / 5.238 eV

Entry 2:
Here is a 2-piece molecular cluster, C3HN3O overall at a distorted geometry from OMol25. Energies are from ωB97M-V/def2-TZVPD.

```
! wB97M-V def2-TZVPD RIJCOSX def2/J DEFGRID3
* xyz 0 1
C 0.00102 -0.33250 -0.32056
N 0.05387 -0.83591 -1.43963
N 1.32891 1.65537 1.44434
C 1.81678 0.85121 0.78075
N 0.35204 -1.33435 -2.39160
O 2.99780 -0.64722 -0.73962
H -0.61825 -0.06133 0.45665
C 2.15657 -0.08516 -0.17071
*
```

* LUMO level: -1.40 eV
* HOMO: -8.9 eV
* ΔE to the lowest compared entry with this formula, charge and spin: 92.68 kcal/mol
* frontier orbital gap: 7.502 eV

Entry 3:
Here is C26H28FeN3O5P as an isolated structure at a distorted geometry from OMol25. Energies are from ωB97M-V/def2-TZVPD.

```
! wB97M-V def2-TZVPD RIJCOSX def2/J DEFGRID3
* xyz 3 6
O 1.16137 -1.88222 1.97831
H -2.31031 -3.29016 -3.22036
C -2.42109 2.05952 3.83845
H -2.61315 4.42112 1.40298
H -4.87172 -0.90299 -0.94140
H 2.67727 2.03675 1.66525
C -1.63741 -2.92355 -1.23197
C 4.15880 0.09792 1.24956
O 0.20493 3.31622 -1.73697
H -1.59723 4.36092 -1.72742
H 0.98575 2.67929 2.12138
C -0.94674 3.84166 -0.96265
C 3.20082 0.74921 -3.51201
C -2.66923 3.28085 3.18528
H 0.95803 -1.36944 3.99073
H 1.09591 -5.15242 -1.93067
C 1.39071 -2.21295 3.42119
H 2.66367 2.77494 -3.09634
P 1.41885 -0.50602 1.24875
H -2.80741 1.87649 4.86649
H 2.11965 2.12850 3.33979
C 1.75920 -0.92632 -2.76636
H 4.18458 1.05516 -3.94466
H 2.44739 -2.26083 3.69704
N 0.45596 -2.25575 -1.32154
H -3.32763 -0.79347 0.93491
C -3.13991 -1.45719 0.00503
C 1.81913 2.00899 2.32789
C -0.25086 -3.49461 -1.17306
H -0.24299 -4.74419 -3.16381
H -1.18567 -2.40362 0.80138
H -4.33687 -2.03397 -3.14332
H 4.46572 0.81795 0.53299
Fe -0.31664 -0.55128 -0.66840
C -3.93943 -1.41165 -1.05426
H 4.85506 -0.76054 1.23829
C -1.88642 2.44776 1.08121
H -0.06395 -3.95736 -0.18932
H 3.61261 -1.32661 -3.93200
C -2.37538 3.46257 1.84321
C -1.56777 1.28204 1.76627
N -0.68716 1.44682 -0.94443
C 2.91141 -0.61068 -3.49599
C 2.40131 1.74814 -2.95696
C -1.90736 -2.19401 -0.06482
C -2.47748 -2.74054 -2.29774
C 1.16979 -2.23037 -2.38412
H -0.66069 4.59209 -0.16911
C 0.38503 -4.34284 -2.32183
O 2.85676 -0.39441 0.66540
C -1.75966 1.09758 3.11676
H 0.86680 -3.17322 3.57625
H 3.92230 0.49048 2.27561
C 1.28694 1.31617 -2.30939
H -3.18953 4.15725 3.66721
H -0.90582 0.54693 1.26497
O 1.24349 -3.34528 -3.04052
H -1.41508 0.15056 3.53997
C 0.20894 2.02308 -1.66753
C -3.69970 -2.11816 -2.21032
H -2.54958 2.38187 -0.94125
N 1.12664 0.02769 -2.12159
O 1.36274 0.52579 2.37869
C -1.61766 2.56429 -0.37907
*
```

* LUMO level (alpha / beta): -9.67 / -11.43 eV
* HOMO (alpha / beta): -17.2 / -17.2 eV
* frontier orbital gap (alpha / beta): 7.497 / 5.733 eV

no.,total energy (eV)
1,-56822.00409
2,-9638.79841
3,-85772.77138